Entry from the Open Molecules 2025 dataset: the ion C2H6NO with charge -1 (ωB97M-V with the def2-TZVPD basis set).

Structure (XYZ):
```
10
Properties=species:S:1:pos:R:3
N 1.0916 0.8406 -0.7213
C 0.4334 -0.4377 -0.3178
C -0.8640 -0.3007 0.6828
O -1.5826 0.8381 0.9264
H 0.6245 1.2002 -1.5776
H 0.5245 1.5053 -0.0776
H 0.3296 -0.9164 -1.3997
H 1.1934 -1.0544 0.2614
H -1.4745 -1.2284 0.4116
H -0.2760 -0.4465 1.8117
```

Total charge = -1
SMILES = NCC[O-]
Gap between HOMO and LUMO = 7.20 eV
Spin multiplicity = 1

Here are the Mulliken charges for atoms 1 to 8, given in e:
1 N -0.72
2 C -0.42
3 C -0.30
4 O -0.81
5 H 0.26
6 H 0.27
7 H 0.26
8 H 0.22

---

Entry from the Open Molecules 2025 dataset: a structure of composition C5H11NO4 (ωB97M-V with the def2-TZVPD basis set).

Structure (XYZ):
```
21
Properties=species:S:1:pos:R:3
N -0.5528 0.5572 0.5604
O 0.2809 1.4310 0.6512
O -0.9093 -0.3865 1.1769
C -1.5628 4.7308 -3.2758
C -1.3586 3.4350 -2.4808
C -2.4765 2.4044 -2.5921
C -2.2208 1.0591 -1.8496
C -3.4821 0.1658 -2.0771
O -3.2079 -1.0790 -1.5300
O -1.8683 1.2253 -0.5402
H -0.7327 5.4147 -3.0702
H -1.5872 4.5664 -4.3595
H -2.4942 5.2353 -3.0032
H -0.4273 2.9677 -2.8211
H -1.1758 3.6627 -1.4258
H -3.4557 2.8433 -2.3414
H -2.5607 2.1169 -3.6503
H -1.4012 0.5712 -2.4285
H -4.3423 0.6637 -1.6272
H -3.6630 0.1230 -3.1604
H -3.8972 -1.7205 -1.7279
```

Gap between HOMO and LUMO (alpha / beta) = 8.48 / 8.50 eV
Spin multiplicity = 1

Here are the Mulliken charges for atoms 1 to 8, given in e:
1 N 1.00
2 O -0.39
3 O -0.38
4 C -1.29
5 C -0.29
6 C -0.84
7 C 0.32
8 C -0.66

---

Entry from the Open Molecules 2025 dataset: a cluster of 2 separate species, CH2F2N2 in total (ωB97M-V with the def2-TZVPD basis set).

Structure (XYZ):
```
7
Properties=species:S:1:pos:R:3
N -0.2008 -2.2637 0.4203
C 0.5801 -1.9838 -0.3597
F 1.5012 -1.5589 -1.1462
N -0.1205 1.4684 0.0556
F -1.3754 0.6958 -0.0989
H 0.0960 1.1796 1.0357
H -0.4805 2.4626 0.0932
```

SMILES = N#CF.NF
Gap between HOMO and LUMO = 11.65 eV
Spin multiplicity = 1

What are the Mulliken partial charges on each atom? They are as follows, in elementary charge units:
1 N -0.28
2 C 0.45
3 F -0.17
4 N -0.32
5 F -0.22
6 H 0.27
7 H 0.27

---

Entry from the Open Molecules 2025 dataset: the molecule C4H4N2O (ωB97M-V with the def2-TZVPD basis set).

Structure (XYZ):
```
11
Properties=species:S:1:pos:R:3
N -0.2249 -2.9593 0.5676
C -0.5412 -1.9063 0.2081
C -0.7759 -0.5645 -0.3600
O -0.8680 0.4482 0.6114
C 0.2970 1.2594 0.6560
C 1.2595 1.0213 -0.4251
N 2.2450 1.2864 -0.9656
H -1.6480 -0.5592 -1.0285
H 0.1587 -0.3311 -0.9772
H 0.0354 2.3196 0.5516
H 0.8819 1.1185 1.5748
```

SMILES = N#CCOCC#N
Gap between HOMO and LUMO = 11.68 eV
Spin multiplicity = 1

Here are the Mulliken charges for atoms 1 to 8, given in e:
1 N -0.39
2 C 0.20
3 C -0.11
4 O -0.39
5 C -0.09
6 C 0.17
7 N -0.41
8 H 0.29

---

Entry from the Open Molecules 2025 dataset: a cluster of 8 separate species, C32H88N8O8 in total (ωB97M-V with the def2-TZVPD basis set).

Structure (XYZ):
```
136
Properties=species:S:1:pos:R:3
C -0.6978 -1.5007 1.3402
O -1.0689 -0.9461 0.0185
C -0.2075 0.1067 -0.4557
C -0.6026 0.7605 -1.8755
C -0.5589 -0.2465 -3.0485
N 0.3784 1.8523 -2.1657
H -1.0922 -2.5154 1.3944
H -1.2004 -0.9481 2.1340
H 0.3840 -1.5583 1.4605
H -0.2942 0.8813 0.3062
H 0.8334 -0.2164 -0.4407
H -1.6423 1.0614 -1.7472
H -0.8629 0.2229 -3.9841
H -1.2084 -1.0954 -2.8347
H 0.4160 -0.6647 -3.2987
H 0.4543 2.3703 -1.3020
H -0.0402 2.4656 -2.8503
C 7.4115 1.7697 -11.1717
O 6.1556 1.7548 -10.5080
C 6.1455 1.3373 -9.1620
C 4.8064 1.6493 -8.4472
C 4.2405 3.0300 -8.8117
N 4.8857 1.4469 -6.9750
H 7.8334 2.7386 -10.9046
H 7.2815 1.7675 -12.2540
H 8.0425 0.9845 -10.7553
H 6.5242 0.3232 -9.0345
H 6.9027 1.9078 -8.6241
H 4.1441 0.8389 -8.7517
H 4.1655 3.1857 -9.8879
H 4.8058 3.8723 -8.4127
H 3.2302 3.1382 -8.4172
H 3.9882 1.5554 -6.5246
H 5.1827 0.4889 -6.8560
C -1.5860 8.1493 -9.5096
O -2.2592 6.8850 -9.3074
C -3.6710 6.9629 -8.9919
C -4.0103 7.6842 -7.6857
C -3.3594 7.1376 -6.3392
N -5.4498 7.6210 -7.5962
H -0.5159 8.0446 -9.6888
H -1.6811 8.7599 -8.6116
H -2.0871 8.5874 -10.3727
H -4.0926 7.4714 -9.8590
H -3.9405 5.9080 -8.9395
H -3.7660 8.7450 -7.7408
H -3.8188 7.3370 -5.3711
H -2.2981 7.3860 -6.3504
H -3.3990 6.0488 -6.3707
H -5.7348 7.9026 -6.6691
H -5.8617 6.6995 -7.5589
C 1.0931 -1.4513 9.9534
O 1.9016 -1.4328 8.7864
C 2.9452 -2.3761 8.8008
C 4.2793 -1.5303 8.6808
C 4.5275 -0.9993 7.2481
N 5.4481 -2.3805 9.0054
H 1.6327 -1.6971 10.8681
H 0.4476 -2.3223 9.8404
H 0.4550 -0.5682 9.9851
H 2.9621 -3.0447 9.6615
H 2.8291 -3.1450 8.0370
H 4.1668 -0.7252 9.4070
H 4.3816 -1.8061 6.5298
H 5.5170 -0.6510 6.9517
H 3.7135 -0.3091 7.0263
H 5.4150 -2.9249 9.8555
H 6.2578 -1.8418 9.2779
C -2.9905 -7.2936 8.1865
O -4.2351 -7.2970 8.8854
C -5.4610 -7.1199 8.0375
C -6.5900 -7.0229 9.1013
C -6.7572 -8.3423 9.9566
N -7.8636 -6.6372 8.5183
H -2.9181 -6.3592 7.6300
H -2.8956 -8.2145 7.6110
H -2.2726 -7.3230 9.0061
H -5.2317 -6.1960 7.5066
H -5.6043 -7.8672 7.2570
H -6.2508 -6.2103 9.7437
H -5.8979 -8.4615 10.6165
H -7.0968 -9.1731 9.3381
H -7.5826 -8.1764 10.6489
H -7.6880 -5.9519 7.7974
H -8.4047 -6.1093 9.1881
C 1.7040 5.4405 2.6728
O 2.7325 5.3221 1.7442
C 4.0182 5.4981 2.3554
C 4.9301 6.0982 1.2507
C 4.4691 7.4776 0.7678
N 5.1786 5.2492 0.1535
H 1.7708 4.5610 3.3133
H 0.6732 5.5455 2.3345
H 1.8873 6.3576 3.2327
H 3.9321 6.1001 3.2599
H 4.3847 4.5128 2.6436
H 5.8822 6.3754 1.7033
H 4.2054 8.0433 1.6615
H 3.5395 7.2776 0.2350
H 5.1712 8.0494 0.1610
H 4.3578 4.8778 -0.3031
H 5.6665 5.6541 -0.6327
C 6.1286 -5.5602 -4.6695
O 5.6799 -4.3573 -4.0313
C 4.7332 -4.4820 -2.9699
C 5.3230 -5.2301 -1.7573
C 4.5093 -5.2718 -0.4961
N 6.6119 -4.7107 -1.4166
H 6.8888 -6.1234 -4.1283
H 6.5156 -5.2064 -5.6251
H 5.2899 -6.1425 -5.0512
H 4.5073 -3.4805 -2.6036
H 3.8275 -4.9749 -3.3234
H 5.3854 -6.2651 -2.0935
H 3.4857 -5.5875 -0.6979
H 4.5626 -4.3640 0.1048
H 4.9813 -5.9798 0.1851
H 6.4391 -3.7380 -1.2066
H 7.1691 -4.7319 -2.2588
C -7.7528 -0.0805 3.1728
O -8.5112 -1.2913 3.2262
C -8.3282 -2.1421 2.0837
C -8.9510 -1.5822 0.7739
C -10.2820 -0.8374 0.8883
N -9.0270 -2.6462 -0.1885
H -8.0381 0.5774 2.3519
H -6.6798 -0.2573 3.0980
H -7.9635 0.4978 4.0724
H -7.2604 -2.3154 1.9497
H -8.8434 -3.0824 2.2804
H -8.3099 -0.8529 0.2787
H -11.0096 -1.3982 1.4751
H -10.7286 -0.6589 -0.0898
H -10.1870 0.1546 1.3298
H -9.8221 -3.2157 0.0636
H -8.2836 -3.2916 -0.4142
```

SMILES = COC[C@H](C)N.COC[C@H](C)N.COC[C@H](C)N.COC[C@H](C)N.COC[C@H](C)N.COC[C@H](C)N.COC[C@H](C)N.COC[C@H](C)N
Gap between HOMO and LUMO = 9.30 eV
Spin multiplicity = 1

Here are the Mulliken charges for atoms 1 to 8, given in e:
1 C -0.68
2 O -0.36
3 C -0.71
4 C 0.51
5 C -1.29
6 N -0.66
7 H 0.24
8 H 0.27

---

Entry from the Open Molecules 2025 dataset: the molecule C3H4N2O2 (ωB97M-V with the def2-TZVPD basis set).

Structure (XYZ):
```
11
Properties=species:S:1:pos:R:3
C 0.5426 -2.7070 -0.4341
C 0.7797 -0.3915 -0.3385
C 0.6326 0.9898 0.1089
N 0.7701 -1.4002 -0.9116
N 0.0067 -2.6900 0.7419
O -0.2444 -1.6289 1.3598
O -0.6736 1.3339 0.2468
H 0.5970 -3.6928 -0.9150
H 1.2124 1.1482 1.0243
H 1.1290 1.5941 -0.7383
H -1.2361 0.5358 0.2024
```

Gap between HOMO and LUMO = 9.19 eV
Spin multiplicity = 1

Here are the Mulliken charges for atoms 1 to 8, given in e:
1 C -0.28
2 C 0.45
3 C -0.10
4 N -0.26
5 N -0.05
6 O -0.46
7 O -0.48
8 H 0.34